Formula: C2H3LiO2Tl
Source: the OMol25 dataset
Level of theory: ωB97M-V/def2-TZVPD

The total charge is +1. As for the HOMO-LUMO gap: 8.33 eV. The calculation puts the lowest unoccupied orbital energy at -5.05 eV. The value obtained for the max |F| is 3.19 eV/Å. The HOMO energy comes out at -13.4 eV. The relative energy (zero: lowest compared OMol25 entry of this formula, charge and spin) is 0.0 kcal per mole.

Last column: Mulliken charge in e.
Atoms and positions in Å:
H -1.42 1.69 -0.59  0.280
O -0.48 2.99 0.23  -0.449
C -0.28 1.90 0.79  0.027
C -1.16 0.89 0.15  -0.290
O -0.50 -0.33 -0.20  -0.784
Tl 1.20 -0.48 -1.51  0.628
Li -1.31 -1.90 -0.43  0.892
H 0.51 1.63 1.48  0.365
H -2.07 0.71 0.72  0.331



Formula: C5H8O2
Source: the OMol25 dataset
Level of theory: ωB97M-V/def2-TZVPD

The total charge is 0. As for the HOMO-LUMO gap: 10.65 eV. The calculation puts the lowest unoccupied orbital energy at 0.70 eV. The value obtained for the max |F| is 0.52 eV/Å. The HOMO energy comes out at -10.0 eV. Its SMILES is C#C[C@H](O)CCO. The relative energy (zero: lowest compared OMol25 entry of this formula, charge and spin) is 56.0 kcal per mole.

Last column: Mulliken charge in e.
Atoms and positions in Å:
C -2.82 0.01 -0.15  0.165
C -1.67 -0.34 -0.19  -0.829
C -0.30 -0.90 -0.22  0.400
O 0.13 -1.22 1.10  -0.556
C 0.73 0.04 -0.86  -0.741
C 1.18 1.19 0.05  -0.477
O 2.03 0.76 1.09  -0.550
H -3.84 0.32 -0.12  0.440
H -0.35 -1.82 -0.82  0.187
H -0.61 -1.62 1.58  0.326
H 1.62 -0.55 -1.12  0.295
H 0.30 0.44 -1.78  0.380
H 1.76 1.90 -0.54  0.325
H 0.30 1.73 0.44  0.264
H 1.54 0.06 1.56  0.370



Formula: C3H9FN3
Source: the OMol25 dataset
Level of theory: ωB97M-V/def2-TZVPD

The total charge is +1. As for the HOMO-LUMO gap: 8.21 eV. The calculation puts the lowest unoccupied orbital energy at -3.69 eV. The value obtained for the max |F| is 5.50 eV/Å. The HOMO energy comes out at -11.9 eV. The relative energy (zero: lowest compared OMol25 entry of this formula, charge and spin) is 20.5 kcal per mole.

Last column: Mulliken charge in e.
Atoms and positions in Å:
C 1.72 -0.58 0.52  -0.331
C 1.01 0.39 1.18  -0.211
C -1.18 -0.10 -0.46  0.043
N 2.13 -0.37 -0.80  -0.426
N -1.99 -0.77 0.38  -0.414
N -1.45 1.11 -0.73  -0.285
F 0.85 1.55 0.59  -0.287
H 1.94 -1.44 1.00  0.408
H 0.64 0.27 2.18  0.447
H -0.42 -0.66 -0.88  0.555
H 2.45 -1.26 -1.33  0.238
H -2.69 -0.24 1.02  0.255
H -2.30 -1.73 0.11  0.275
H -2.14 1.62 -0.25  0.221
H -0.88 1.63 -1.42  0.278
H 2.30 0.57 -1.11  0.235



Formula: C10H33N6O5
Source: the OMol25 dataset
Level of theory: ωB97M-V/def2-TZVPD

The total charge is +1. As for the HOMO-LUMO gap: 10.47 eV. The calculation puts the lowest unoccupied orbital energy at -1.87 eV. The value obtained for the max |F| is 2.15 eV/Å. The HOMO energy comes out at -12.3 eV. The relative energy (zero: lowest compared OMol25 entry of this formula, charge and spin) is 31.1 kcal per mole.

Last column: Mulliken charge in e.
Atoms and positions in Å:
O 0.46 0.11 -0.35  0.008
H 0.76 -0.84 -0.39  0.309
H -0.48 0.22 -0.66  0.360
H 0.70 0.64 0.44  0.333
C 1.33 -2.75 -1.84  0.680
O 1.31 -2.52 -0.63  -0.770
N 0.54 -3.70 -2.42  -0.365
N 2.23 -2.18 -2.69  -0.321
H -0.14 -4.11 -1.80  0.221
H 0.56 -3.95 -3.39  0.167
H 2.05 -2.32 -3.67  0.153
H 3.02 -1.61 -2.44  0.212
C -1.70 -0.89 2.90  0.538
O -2.34 0.00 2.33  -0.624
N -0.33 -0.99 2.76  -0.235
N -2.27 -1.87 3.66  -0.448
H 0.12 -1.68 3.34  0.183
H 0.15 -0.13 2.50  0.330
H -1.69 -2.43 4.25  0.163
H -3.25 -1.75 3.85  0.270
C -1.03 -0.10 -3.60  -1.257
C -2.20 0.40 -2.72  0.165
C -2.78 -0.70 -1.85  -0.866
O -1.83 -1.15 -0.91  0.121
C -2.21 -2.26 -0.10  -0.998
N -1.61 1.42 -1.82  -0.724
H -0.70 0.80 -4.13  0.413
H -1.42 -0.71 -4.42  0.436
H -0.24 -0.53 -3.01  0.065
H -2.90 0.84 -3.44  0.460
H -3.14 -1.55 -2.44  0.425
H -3.66 -0.35 -1.28  0.473
H -3.22 -2.16 0.28  0.381
H -1.47 -2.30 0.70  0.237
H -1.98 -3.16 -0.68  0.205
H -1.39 2.33 -2.22  0.252
H -2.42 1.75 -1.27  0.235
C 0.83 4.25 1.91  -1.388
C 1.07 2.88 1.32  0.265
C 2.54 2.41 1.42  -0.922
O 2.57 1.00 1.22  -0.104
C 3.86 0.48 1.19  -0.953
N 0.27 1.82 2.02  -0.675
H 1.61 4.76 2.48  0.344
H -0.14 4.36 2.40  0.363
H 0.71 4.94 1.06  0.392
H 0.85 2.89 0.25  0.161
H 2.88 2.58 2.45  0.485
H 3.15 2.90 0.66  0.426
H 4.43 0.76 0.30  0.336
H 3.87 -0.62 1.14  0.294
H 4.47 0.72 2.07  0.316
H -0.63 2.18 2.33  0.166
H 0.80 1.87 2.90  0.314



Formula: C3H4N2O2S
Source: the OMol25 dataset
Level of theory: ωB97M-V/def2-TZVPD

The total charge is 0. As for the HOMO-LUMO gap: 8.66 eV. The calculation puts the lowest unoccupied orbital energy at -0.36 eV. The value obtained for the max |F| is 5.13 eV/Å. The HOMO energy comes out at -9.0 eV. The relative energy (zero: lowest compared OMol25 entry of this formula, charge and spin) is 148.6 kcal per mole.

Last column: Mulliken charge in e.
Atoms and positions in Å:
C 0.76 0.12 -0.12  0.499
C -3.03 0.32 0.23  -0.256
C 0.74 1.60 -0.09  -0.009
H 2.37 -2.47 0.65  0.366
H -3.53 1.20 0.83  0.263
H -3.56 -0.58 -0.72  0.192
H -0.26 1.98 -0.30  0.403
N 1.85 -0.62 0.08  -0.289
N -1.71 0.48 0.33  -0.320
O 1.53 -1.92 0.23  -0.391
O 1.78 2.26 -0.02  -0.472
S -0.83 -0.88 -0.32  0.014



Formula: C14H28Cl14
Source: the OMol25 dataset
Level of theory: ωB97M-V/def2-TZVPD

The total charge is 0. As for the HOMO-LUMO gap: 10.78 eV. The calculation puts the lowest unoccupied orbital energy at 0.34 eV. The value obtained for the max |F| is 1.22 eV/Å. The HOMO energy comes out at -10.4 eV. Its SMILES is ClCCCl.ClCCCl.ClCCCl.ClCCCl.ClCCCl.ClCCCl.ClCCCl. The relative energy (zero: lowest compared OMol25 entry of this formula, charge and spin) is 11.8 kcal per mole.

Last column: Mulliken charge in e.
Atoms and positions in Å:
Cl -0.97 0.03 -6.26  -0.205
C -1.18 1.50 -5.25  -0.540
C -1.90 1.22 -3.95  -0.352
Cl -0.82 0.40 -2.79  -0.086
H -1.80 2.13 -5.89  0.364
H -0.21 1.98 -5.18  0.325
H -2.72 0.52 -4.05  0.390
H -2.16 2.19 -3.52  0.137
Cl -4.44 -1.86 -1.77  -0.195
C -3.09 -1.96 -0.66  -0.256
C -2.56 -0.58 -0.25  0.701
Cl -3.73 0.36 0.71  -0.206
H -2.29 -2.49 -1.16  0.161
H -3.41 -2.49 0.23  0.309
H -2.43 0.01 -1.15  -0.435
H -1.64 -0.74 0.30  -0.163
Cl 6.28 -5.02 0.60  -0.180
C 5.04 -4.24 -0.36  -0.384
C 4.23 -3.26 0.48  -0.179
Cl 3.32 -4.14 1.73  -0.163
H 4.36 -4.97 -0.80  0.261
H 5.52 -3.77 -1.22  0.320
H 3.54 -2.65 -0.10  -0.004
H 4.83 -2.54 1.03  0.338
Cl 1.22 2.42 1.60  -0.206
C 0.57 1.06 0.63  0.189
C 1.63 -0.02 0.53  -0.647
Cl 0.90 -1.58 0.00  -0.173
H 0.31 1.39 -0.38  -0.057
H -0.34 0.79 1.16  0.122
H 2.11 -0.20 1.49  0.404
H 2.42 0.27 -0.17  0.395
Cl -1.56 3.40 -0.81  -0.057
C -1.10 4.98 -1.50  -0.653
C 0.32 5.38 -1.21  -0.300
Cl 1.40 4.39 -2.26  -0.195
H -1.84 5.64 -1.05  0.342
H -1.29 4.90 -2.56  0.314
H 0.60 5.30 -0.16  0.211
H 0.56 6.39 -1.53  0.352
Cl -1.51 2.38 6.47  -0.209
C -1.17 3.91 5.59  -0.511
C -0.58 3.63 4.22  -0.352
Cl -0.10 5.21 3.55  -0.196
H -0.48 4.49 6.19  0.339
H -2.13 4.39 5.48  0.322
H -1.35 3.17 3.60  0.285
H 0.31 3.01 4.29  0.319
Cl 1.31 -6.81 -0.22  -0.192
C -0.18 -6.28 0.63  -0.495
C -0.02 -4.79 0.88  0.010
Cl -1.48 -4.22 1.76  -0.221
H -0.17 -6.82 1.57  0.316
H -1.02 -6.54 -0.01  0.362
H 0.07 -4.24 -0.05  0.220
H 0.81 -4.64 1.56  0.003



What is the total charge in the fourth record? +1



The highest max |F| belongs to which entry? C3H9FN3